(1)
{"formula": "C4H10NO2P", "method": "ωB97M-V/def2-TZVPD", "e_tot_ha": -704.96342, "homo_lumo_gap_ev": 10.014, "de_lowest_kcal_mol": 62.3, "max_force_ev_per_a": 4.4, "smiles": "CN1CC[C@@H]1[P@@H](=O)O", "species": ["C", "C", "C", "C", "N", "O", "O", "P", "H", "H", "H", "H", "H", "H", "H", "H", "H", "H"], "coordinates": [[0.8989, -0.8375, 0.8354], [-0.4506, -1.1048, 0.1021], [0.7741, 0.6354, 0.2713], [-0.4750, 0.4442, -1.8644], [-0.4671, 0.2774, -0.4858], [-1.2550, 1.7044, 1.8329], [0.7991, 3.1847, 1.6541], [0.3386, 1.8032, 1.6882], [0.8059, -0.7027, 1.8765], [1.6791, -1.5176, 0.5225], [-0.4401, -2.0594, -0.4456], [-1.2541, -1.0872, 0.9186], [1.6644, 1.0508, -0.3144], [0.4601, -0.1296, -2.2902], [-1.2273, -0.0274, -2.5726], [-0.2888, 1.5218, -1.9704], [-1.4157, 1.3680, 0.9441], [0.7527, 1.0924, 2.9223]], "nbo_charge": [-0.42, -0.23, -0.39, -0.41, -0.48, -0.97, -1.07, 1.93, 0.21, 0.22, 0.21, 0.20, 0.25, 0.14, 0.23, 0.22, 0.50, -0.14]}

(2)
{"formula": "C4H10NO2S", "method": "ωB97M-V/def2-TZVPD", "e_tot_ha": -761.89750, "total_charge": -1, "homo_lumo_gap_ev": 6.716, "de_lowest_kcal_mol": 15.0, "max_force_ev_per_a": 1.1, "species": ["C", "C", "S", "C", "N", "C", "O", "H", "H", "H", "H", "H", "H", "H", "H", "H", "H", "O"], "coordinates": [[-0.6623, -0.8516, 0.8121], [0.1241, -1.2588, -0.4614], [1.9554, -1.3715, -0.2653], [-1.8831, -0.1161, 0.3799], [-1.7594, 1.2226, 0.1099], [-0.5344, 1.9795, -0.0595], [-2.9807, -0.6208, 0.2001], [0.0370, -0.3043, 1.4452], [-1.0004, -1.7229, 1.3733], [-0.0317, -0.5122, -1.2397], [-0.3056, -2.1927, -0.8294], [-2.6005, 1.6111, -0.3115], [-0.0524, 1.7027, -1.0021], [-0.7819, 3.0352, -0.1755], [0.1998, 1.8742, 0.7318], [3.6012, 1.5003, -0.1240], [2.2659, 0.8936, -0.2756], [2.6841, 1.7771, -0.1422]], "nbo_charge": [-0.54, -0.50, -0.70, 0.69, -0.63, -0.42, -0.67, 0.23, 0.22, 0.18, 0.19, 0.38, 0.19, 0.19, 0.23, 0.46, 0.49, -1.01]}

(3)
{"formula": "C4H10NO2S", "method": "ωB97M-V/def2-TZVPD", "e_tot_ha": -761.50333, "total_charge": 1, "homo_lumo_gap_ev": 9.868, "de_lowest_kcal_mol": 56.6, "max_force_ev_per_a": 4.8, "smiles": "O[C@@H]1C[NH2+]C[C@]1(O)S", "species": ["C", "C", "C", "C", "N", "O", "O", "S", "H", "H", "H", "H", "H", "H", "H", "H", "H", "H"], "coordinates": [[-1.2876, 0.2639, -0.2907], [0.2184, -1.2604, 0.5502], [-0.0394, 0.8220, -0.9241], [1.1871, -0.5105, -0.4338], [-0.8291, -0.3062, 1.0185], [0.3588, 1.8348, -0.0938], [1.5779, -1.3229, -1.4180], [2.5555, 0.3103, 0.5301], [-1.9160, 1.1355, -0.2024], [-1.8632, -0.5869, -0.8980], [-0.1348, -2.1090, -0.0453], [0.7053, -1.7462, 1.4336], [-0.0529, 1.0281, -2.0762], [-0.2780, 0.5965, 1.4593], [-1.5283, -0.7255, 1.6100], [1.2506, 2.2195, -0.5755], [2.4149, -0.8685, -1.7846], [3.4848, -0.7023, 0.4089]], "nbo_charge": [-0.29, -0.31, 0.06, 0.17, -0.53, -0.73, -0.69, -0.08, 0.26, 0.26, 0.25, 0.25, 0.24, 0.49, 0.46, 0.53, 0.50, 0.17]}

(4)
{"formula": "C4H10NO2S", "method": "ωB97M-V/def2-TZVPD", "e_tot_ha": -761.54369, "total_charge": 1, "homo_lumo_gap_ev": 10.746, "de_lowest_kcal_mol": 31.2, "max_force_ev_per_a": 3.8, "species": ["C", "C", "C", "C", "N", "O", "O", "S", "H", "H", "H", "H", "H", "H", "H", "H", "H", "H"], "coordinates": [[2.0117, -1.1346, -0.3153], [2.2924, 0.0665, 0.6877], [0.0661, -0.1299, -0.9709], [-3.2884, 0.9761, 0.1610], [1.1920, -0.7467, -1.3788], [-2.1705, 0.6143, 0.4767], [-4.3314, 0.5823, 0.8144], [0.7486, 1.0963, 0.7073], [3.0447, -1.4212, -0.6803], [1.6948, -1.9566, 0.2892], [2.5821, -0.2596, 1.7371], [3.1253, 0.6727, 0.2154], [-0.3971, 0.5347, -1.7672], [-3.6537, 1.7016, -0.6396], [1.7093, -0.1852, -2.0301], [-4.0994, -0.0081, 1.6025], [-0.6385, -0.9166, -0.5632], [0.1119, 0.5139, 1.6542]], "nbo_charge": [-0.25, -0.55, -0.12, 0.67, -0.54, -0.68, -0.64, 0.41, 0.24, 0.22, 0.28, 0.25, 0.25, 0.15, 0.39, 0.51, 0.25, 0.16]}

(5)
{"formula": "C4H10NO3", "method": "ωB97M-V/def2-TZVPD", "e_tot_ha": -438.67122, "total_charge": -1, "homo_lumo_gap_ev": 3.984, "de_lowest_kcal_mol": 197.1, "max_force_ev_per_a": 2.8, "species": ["O", "C", "N", "C", "C", "C", "O", "H", "H", "H", "H", "H", "H", "H", "H", "H", "H", "O"], "coordinates": [[-0.0029, 2.2749, -0.9316], [-0.7530, 1.4408, -0.3386], [-1.8147, 0.8902, -1.0965], [-0.0756, 0.2993, 0.5835], [1.3004, -0.0888, 0.2160], [1.9012, -1.0233, 1.3884], [2.1013, -0.2920, 2.4677], [-1.4127, 1.9628, 0.4409], [-1.7009, -0.1716, -1.2985], [-0.1074, 0.5263, 1.6454], [-0.7653, -0.5289, 0.3794], [1.9365, 0.7983, 0.2296], [1.3926, -0.4929, -0.7730], [2.7967, -1.5299, 0.9886], [1.1001, -1.7686, 1.5514], [-2.0932, -2.1060, -2.1642], [-1.9856, 1.4603, -1.9253], [-1.8175, -1.6509, -1.3631]], "nbo_charge": [-0.56, 0.23, -0.71, -0.36, -0.39, -0.01, -0.73, 0.31, 0.44, 0.24, 0.27, 0.21, 0.20, 0.14, 0.11, 0.43, 0.36, -1.17]}

(6)
{"formula": "C4H10NO3", "method": "ωB97M-V/def2-TZVPD", "e_tot_ha": -438.92659, "total_charge": -1, "homo_lumo_gap_ev": 7.784, "de_lowest_kcal_mol": 36.8, "max_force_ev_per_a": 2.7, "species": ["C", "N", "C", "C", "C", "O", "O", "H", "H", "H", "H", "H", "H", "H", "H", "H", "H", "O"], "coordinates": [[-2.1800, 0.7781, -0.2906], [-0.9183, 0.0241, -0.3085], [-0.9330, -0.8991, -1.4704], [0.1778, 1.0166, -0.3624], [1.5480, 0.1550, -0.1422], [2.0036, -0.2124, -1.2504], [2.0089, 0.0578, 1.0005], [-2.6961, 0.7059, -1.2787], [-2.1152, 1.8445, -0.0338], [-2.8858, 0.2081, 0.3352], [-0.9460, -0.4032, -2.4427], [-1.7329, -1.6427, -1.4277], [-0.0050, -1.4760, -1.3377], [0.3304, 1.5296, -1.3121], [0.0169, 1.7236, 0.4576], [-1.2885, -0.6294, 1.8330], [0.1477, -0.6500, 2.2998], [-0.7492, -0.8386, 2.6080]], "nbo_charge": [-0.42, -0.46, -0.43, -0.35, 0.77, -0.79, -0.78, 0.16, 0.20, 0.18, 0.16, 0.18, 0.24, 0.17, 0.18, 0.48, 0.50, -0.99]}

(7)
{"formula": "C4H10NO3", "method": "ωB97M-V/def2-TZVPD", "e_tot_ha": -438.94916, "total_charge": -1, "homo_lumo_gap_ev": 7.992, "de_lowest_kcal_mol": 22.6, "max_force_ev_per_a": 1.9, "species": ["C", "N", "C", "C", "C", "O", "O", "H", "H", "H", "H", "H", "H", "H", "H", "H", "H", "O"], "coordinates": [[-0.3337, 0.7068, 2.0856], [0.6921, 0.5344, 1.0974], [1.7399, 1.5153, -0.8771], [0.3998, 1.0195, -0.2498], [-0.2002, -0.1089, -1.2022], [-0.1622, 0.1677, -2.4121], [-0.6626, -1.1246, -0.6582], [-0.6445, 1.7572, 2.1420], [0.0405, 0.3879, 3.0395], [-1.2794, 0.1444, 1.9327], [0.9408, -0.4431, 1.0211], [1.7875, 2.6089, -0.8343], [2.6109, 1.1076, -0.3848], [1.7765, 1.1994, -1.9114], [-0.2652, 1.8704, -0.1997], [-0.8282, -2.8864, 1.1680], [-1.5246, -1.5379, 1.0906], [-1.4524, -2.3241, 1.6339]], "nbo_charge": [-0.39, -0.65, -0.61, -0.17, 0.76, -0.77, -0.82, 0.17, 0.18, 0.15, 0.37, 0.18, 0.19, 0.23, 0.18, 0.47, 0.50, -0.99]}

(8)
{"formula": "C4H10NO3", "method": "ωB97M-V/def2-TZVPD", "e_tot_ha": -438.84925, "total_charge": -1, "homo_lumo_gap_ev": 7.827, "de_lowest_kcal_mol": 85.3, "max_force_ev_per_a": 5.1, "species": ["C", "O", "C", "C", "C", "O", "N", "H", "H", "H", "H", "H", "H", "H", "H", "H", "H", "O"], "coordinates": [[1.2742, -0.5417, 1.2683], [1.8759, 0.6529, 1.0275], [-0.2409, -0.4899, 0.9006], [-0.4261, -0.6955, -0.5869], [-1.9126, -0.5148, -0.9111], [-2.3645, -1.2285, -1.7764], [-0.8369, 0.8842, 1.3408], [1.7547, -1.4256, 0.6465], [1.5874, -1.0181, 2.3040], [-0.7123, -1.1606, 1.5873], [0.0709, 0.1075, -1.1853], [0.0228, -1.7959, -0.8913], [-2.4340, 0.3009, -0.3810], [-0.3075, 1.7102, 1.1388], [-0.7202, 0.7631, 2.2617], [2.1985, 2.1815, -1.4478], [1.8238, 1.0623, -0.3127], [1.7895, 1.3927, -1.3926]], "nbo_charge": [-0.03, -0.91, -0.09, -0.53, 0.44, -0.58, -0.86, 0.09, 0.10, 0.17, 0.30, 0.21, 0.14, 0.37, 0.33, 0.43, 0.50, -1.09]}

(9)
{"formula": "C4H10NO3", "method": "ωB97M-V/def2-TZVPD", "e_tot_ha": -438.79778, "total_charge": -1, "homo_lumo_gap_ev": 7.481, "de_lowest_kcal_mol": 117.6, "max_force_ev_per_a": 4.2, "species": ["C", "C", "C", "C", "N", "O", "O", "O", "H", "H", "H", "H", "H", "H", "H", "H", "H", "H"], "coordinates": [[0.8376, 1.5880, 0.9405], [0.1280, -1.9945, -0.2794], [1.0334, 0.3226, 0.1069], [-0.1114, -0.6444, 0.3673], [-1.2729, 0.3135, -1.0957], [-2.2883, 0.8648, -0.2385], [1.2588, 0.7212, -1.2223], [-0.8145, -0.5228, 1.3881], [-0.3077, 1.6782, 1.1990], [1.3766, 2.4843, 0.3702], [1.3314, 1.4805, 1.9676], [1.0204, -1.8531, -0.9405], [-0.7071, -2.1818, -0.8832], [0.1611, -2.8019, 0.3191], [1.9988, -0.0694, 0.5360], [-1.8878, -0.4076, -1.4386], [0.3806, 0.6418, -1.6507], [-2.1370, 0.3805, 0.5543]], "nbo_charge": [-0.64, -0.69, 0.00, 0.53, -0.63, -0.66, -0.78, -0.77, 0.25, 0.20, 0.18, 0.21, 0.21, 0.20, 0.15, 0.29, 0.50, 0.46]}

(10)
{"formula": "C4H10NO3", "method": "ωB97M-V/def2-TZVPD", "e_tot_ha": -438.93728, "total_charge": -1, "homo_lumo_gap_ev": 8.021, "de_lowest_kcal_mol": 30.1, "max_force_ev_per_a": 0.5, "species": ["O", "C", "O", "C", "H", "H", "H", "C", "N", "C", "O", "H", "H", "H", "H", "H", "H", "H"], "coordinates": [[-1.5178, 0.8470, -0.2903], [-1.2706, 0.2318, -1.3561], [-0.1502, -0.0769, -1.8189], [-2.4935, -0.1702, -2.1985], [-2.9083, 0.7241, -2.6690], [-2.1973, -0.8835, -2.9667], [-3.2764, -0.5959, -1.5696], [1.7623, 1.2961, 0.3538], [1.7637, 0.3094, 1.4399], [0.7149, -0.6932, 1.3114], [0.9115, -1.6885, 2.3063], [1.9173, 0.7667, -0.5844], [2.5803, 1.9987, 0.5308], [0.8113, 1.8239, 0.2408], [1.6566, 0.7815, 2.3307], [-0.2837, -0.2701, 1.4217], [0.7651, -1.0960, 0.2991], [1.8157, -1.9993, 2.1962]], "nbo_charge": [-0.81, 0.76, -0.80, -0.73, 0.20, 0.19, 0.20, -0.43, -0.66, 0.07, -0.74, 0.22, 0.16, 0.21, 0.34, 0.19, 0.18, 0.46]}

(11)
{"formula": "C4H10NO3", "method": "ωB97M-V/def2-TZVPD", "e_tot_ha": -438.93846, "total_charge": -1, "homo_lumo_gap_ev": 8.043, "de_lowest_kcal_mol": 29.4, "max_force_ev_per_a": 2.8, "species": ["C", "C", "N", "C", "C", "O", "O", "H", "H", "H", "H", "H", "H", "H", "H", "H", "H", "O"], "coordinates": [[-1.8943, 0.7548, 1.6101], [-0.8950, 0.7330, 0.3590], [-0.7874, -0.5896, -0.2863], [-0.2164, -0.4136, -1.6666], [1.3257, -0.3346, -1.6284], [1.9356, -1.4198, -1.4346], [1.9043, 0.7492, -1.8726], [-2.1061, 1.7960, 1.9310], [-1.5024, 0.3955, 2.5784], [-2.8094, 0.2560, 1.3250], [-1.4650, 1.3508, -0.3456], [0.0118, 1.2235, 0.7120], [-0.0412, -1.0273, 0.3095], [-0.7020, 0.4722, -2.0782], [-0.4689, -1.3484, -2.1994], [2.6459, -0.2333, 1.3951], [2.6144, -1.2225, 0.1582], [2.4503, -1.1417, 1.1333]], "nbo_charge": [-0.62, -0.21, -0.64, -0.33, 0.74, -0.82, -0.77, 0.19, 0.19, 0.20, 0.17, 0.17, 0.38, 0.18, 0.19, 0.45, 0.52, -1.01]}

(12)
{"formula": "C4H10NO3", "method": "ωB97M-V/def2-TZVPD", "e_tot_ha": -438.81729, "multiplicity": 2, "total_charge": -2, "homo_lumo_gap_ev": [2.312, 8.022], "de_lowest_kcal_mol": 9.4, "max_force_ev_per_a": 0.9, "species": ["O", "C", "O", "C", "C", "C", "N", "H", "H", "H", "H", "H", "H", "H", "H", "H", "H", "O"], "coordinates": [[1.6796, 1.3451, 1.8966], [1.7677, 0.6641, 0.8540], [2.6985, 0.7409, -0.0092], [0.6054, -0.2986, 0.5772], [-0.7288, 0.4567, 0.4898], [-1.8822, -0.4924, 0.1979], [-3.1800, 0.1719, 0.1337], [0.5552, -0.9686, 1.4339], [0.7598, -0.8726, -0.3243], [-0.6563, 1.1747, -0.3239], [-0.9518, 0.9507, 1.4243], [-1.6407, -1.0784, -0.6852], [-1.8635, -1.1591, 1.0571], [-3.7336, -0.2029, -0.6411], [-3.0891, 1.1717, -0.0203], [3.0064, -0.5170, -1.2503], [3.2312, -0.2006, -2.7272], [3.4222, -0.8857, -2.0830]], "nbo_charge": [-0.78, 0.77, -0.83, -0.52, -0.43, -0.57, -1.15, 0.19, 0.19, 0.18, 0.20, 0.15, 0.14, 0.20, 0.32, 0.52, 0.45, -1.02]}